[1]
Computed, not measured: the molecule C4H2N2O at a distorted geometry, with ωB97M-V with the def2-TZVPD basis set.

Values from the calculation:
molecular weight	94.1	g mol⁻¹
lowest unoccupied orbital energy	-0.083	eV
SMILES	C#Cc1nnco1
HOMO	-0.3621	Ha
gap between HOMO and LUMO	0.35905	Ha
DFT total energy	-9203.943	eV
relative energy (zero: lowest compared OMol25 entry of this formula, charge and spin)	269.78	kJ/mol

Element x y z (Å)
C: 0.8869 -1.1542 2.2935
C: 0.4463 -0.4529 1.3475
C: -0.1964 0.1504 0.2441
C: -0.3750 0.6738 -1.7677
H: 1.6888 -1.5493 2.9116
H: -0.1234 0.3880 -2.8904
N: -1.3760 0.7740 0.0229
N: -1.4680 0.9889 -1.2835
O: 0.5168 0.1813 -0.8781

From a Löwdin analysis of the wavefunction, the atomic charges in e read: C 0.1556; C -0.0126; C -0.3591; C -0.2239; H 0.0453; H 0.1807; N 0.0920; N 0.0356; O 0.0865


[2]
Computed, not measured: the ion C3H2NOS2 with charge -1 at a distorted geometry, with ωB97M-V with the def2-TZVPD basis set.

Values from the calculation:
molecular weight	132.2	g mol⁻¹
lowest unoccupied orbital energy	3.384	eV
SMILES	[O-]C(=S)/C=N\C=S
charge	-1
HOMO	-0.1564	Ha
gap between HOMO and LUMO	0.28078	Ha
DFT total energy	-28351.497	eV
relative energy (zero: lowest compared OMol25 entry of this formula, charge and spin)	226.65	kJ/mol

Element x y z (Å)
C: -0.5404 -0.3516 0.6232
C: -1.1525 1.0337 0.6120
C: 1.2921 -0.6093 -1.1277
N: 0.4245 -0.7573 -0.1482
O: -1.7211 1.6534 -0.2410
S: 1.2312 -1.6324 -2.3676
S: -0.8274 1.3799 2.3523
H: -0.7777 -0.9027 1.5478
H: 2.0712 0.1864 -1.2508

From a Löwdin analysis of the wavefunction, the atomic charges in e read: C -0.2267; C -0.9094; C -0.8193; N -0.0210; O -0.0290; S 0.4888; S 0.3978; H 0.0585; H 0.0604


[3]
Computed, not measured: a structure of composition C3H5N3O at a distorted geometry, with ωB97M-V with the def2-TZVPD basis set.

Values from the calculation:
molecular weight	99.1	g mol⁻¹
lowest unoccupied orbital energy (spin up / spin down)	-0.119 / -0.120	eV
HOMO (spin up / spin down)	-0.2923 / -0.2923	Ha
gap between HOMO and LUMO (spin up / spin down)	0.28797 / 0.28787	Ha
DFT total energy	-9705.256	eV
relative energy (zero: lowest compared OMol25 entry of this formula, charge and spin)	514.10	kJ/mol

Element x y z (Å)
C: 0.9063 -0.7474 0.4249
C: -0.3244 0.1645 0.4066
N: 0.5448 -2.0282 0.2419
C: -0.2181 1.3479 -0.4176
N: -1.4104 -0.2226 -0.3308
N: -0.2557 2.5330 -0.6917
O: 2.0315 -0.2907 0.4201
H: -0.4172 -2.2029 -0.0197
H: 1.2356 -2.7566 0.3121
H: -2.2908 0.2708 -0.2400
H: 0.4009 2.9417 -1.3534
H: -0.2026 0.9904 1.2477

From a Löwdin analysis of the wavefunction, the atomic charges in e read: C -0.5156; C -0.4120; N 0.1763; C -0.0713; N 0.0100; N 0.1972; O 0.0551; H 0.0903; H 0.1177; H 0.0417; H 0.1086; H 0.2020


[4]
Computed, not measured: a cluster of 2 separate species, C3H9BrNO in total at a distorted geometry, with ωB97M-V with the def2-TZVPD basis set.

Values from the calculation:
molecular weight	155.0	g mol⁻¹
lowest unoccupied orbital energy	-4.856	eV
charge	+1
HOMO	-0.5041	Ha
gap between HOMO and LUMO	0.32568	Ha
DFT total energy	-76825.685	eV
relative energy (zero: lowest compared OMol25 entry of this formula, charge and spin)	370.11	kJ/mol

Element x y z (Å)
C: 3.0272 0.0686 -0.7550
C: -1.6787 -0.0517 -0.6904
C: -0.9432 -0.9154 0.1947
N: -1.3511 -0.4082 1.5880
O: -2.3967 1.0108 -0.1244
Br: 1.5505 0.1376 0.4662
H: 2.9508 1.0920 -1.3386
H: 2.8132 -0.7661 -1.4090
H: 4.0132 -0.0102 -0.3647
H: -0.9135 0.1736 -1.5215
H: -2.3758 -0.9315 -1.0499
H: -0.6354 -0.8307 2.2550
H: -1.3555 0.6336 1.5274
H: -2.3389 -0.7341 1.5709
H: -2.4066 1.6286 -0.8730

From a Löwdin analysis of the wavefunction, the atomic charges in e read: C -0.4698; C -0.3635; C -0.0788; N 0.1048; O -0.0436; Br 0.7526; H 0.0749; H 0.0178; H 0.0200; H 0.1667; H 0.1927; H 0.1742; H 0.1436; H 0.1792; H 0.1290


[5]
Computed, not measured: the molecule C3H3FN2OS at a distorted geometry, with ωB97M-V with the def2-TZVPD basis set.

Values from the calculation:
molecular weight	134.1	g mol⁻¹
lowest unoccupied orbital energy	0.679	eV
SMILES	On1c(F)c[nH]c1=S
HOMO	-0.2943	Ha
gap between HOMO and LUMO	0.31923	Ha
DFT total energy	-21738.046	eV
relative energy (zero: lowest compared OMol25 entry of this formula, charge and spin)	162.99	kJ/mol

Element x y z (Å)
C: -1.2002 -0.1643 0.0565
C: -0.9671 1.1618 -0.0324
C: 1.0355 0.0935 0.0449
H: 1.0819 -2.3319 -0.0516
H: -1.7008 1.9750 -0.0231
H: 0.9246 2.1157 -0.1229
N: 0.0112 -0.8109 0.1114
N: 0.3948 1.2888 0.0421
O: 0.1288 -2.1379 -0.0207
F: -2.3578 -0.8324 -0.0070
S: 2.6489 -0.3574 0.0028

From a Löwdin analysis of the wavefunction, the atomic charges in e read: C -0.2489; C -0.0170; C -0.8088; H 0.0705; H 0.1372; H 0.1482; N -0.1014; N 0.0601; O 0.0676; F 0.1248; S 0.5677


[6]
Computed, not measured: a structure of composition C34H28N7O2PPbS2Se3 at a distorted geometry, with ωB97M-V with the def2-TZVPD basis set.

Values from the calculation:
molecular weight	1105.8	g mol⁻¹
lowest unoccupied orbital energy	-0.995	eV
HOMO	-0.2665	Ha
gap between HOMO and LUMO	0.22988	Ha
DFT total energy	-282486.053	eV
relative energy (zero: lowest compared OMol25 entry of this formula, charge and spin)	0.00	kJ/mol

Element x y z (Å)
Pb: -0.1038 -0.1753 -0.9849
Se: 2.3056 -0.2586 -2.7184
P: 1.9052 1.8524 -2.4337
Se: -0.2277 2.2888 -2.4116
C: 2.7504 2.8198 -3.7274
C: 2.0632 3.7344 -4.5093
C: 2.7433 4.4438 -5.4833
C: 4.1012 4.2416 -5.6689
C: 4.7829 3.3206 -4.8890
C: 4.1085 2.6020 -3.9210
C: 2.6630 2.4027 -0.8631
C: 3.9185 1.9303 -0.4995
C: 4.4615 2.3030 0.7156
C: 3.7510 3.1326 1.5693
C: 2.5013 3.6038 1.2044
C: 1.9577 3.2428 -0.0141
H: 0.9988 3.8725 -4.3596
H: 2.2074 5.1516 -6.0979
H: 4.6277 4.7957 -6.4319
H: 5.8396 3.1575 -5.0402
H: 4.6220 1.8543 -3.3340
H: 4.4512 1.2493 -1.1503
H: 5.4316 1.9253 1.0070
H: 4.1673 3.3977 2.5299
H: 1.9235 4.2130 1.8792
H: 0.9742 3.6004 -0.2877
N: -1.0170 -1.7813 7.2979
C: -1.0015 -0.9460 6.2033
C: -0.1034 0.1242 6.1450
C: -0.0921 0.9689 5.0535
C: -0.9576 0.7367 4.0008
C: -1.8923 -0.2791 4.0671
C: -1.9170 -1.1211 5.1604
S: -0.8066 1.6566 2.4738
O: 0.0774 2.7717 2.6941
O: -2.1127 1.9269 1.9430
N: -0.1060 0.5826 1.4478
C: 1.1423 0.2171 1.6233
S: 2.1281 0.4945 3.0355
C: 3.4092 -0.3948 2.2552
C: 3.0248 -0.8146 1.0341
N: 1.7564 -0.4711 0.6843
H: -0.1838 -1.7785 7.8645
H: -1.4456 -2.6841 7.1709
H: 0.5885 0.2775 6.9594
H: 0.5765 1.8142 5.0042
H: -2.5977 -0.3668 3.2573
H: -2.6430 -1.9196 5.2196
H: 4.3380 -0.5435 2.7642
H: 3.6293 -1.3584 0.3271
Se: -3.5326 0.8506 -2.6070
N: -2.7001 0.0744 -1.2777
C: -3.5925 -0.3826 -0.4034
C: -3.3022 -1.0396 0.8051
C: -4.3430 -1.4589 1.5810
C: -5.6846 -1.2545 1.1917
C: -6.0055 -0.6199 0.0274
C: -4.9593 -0.1592 -0.7973
N: -5.1034 0.4746 -1.9600
H: -2.2700 -1.1640 1.0909
H: -4.1506 -1.9586 2.5183
H: -6.4709 -1.6091 1.8397
H: -7.0271 -0.4490 -0.2725
N: 0.2290 -4.6604 -1.8927
C: 0.5294 -3.3832 -1.5735
N: -0.4310 -2.5484 -1.8551
C: -1.4365 -3.2955 -2.4206
C: -2.6536 -2.9237 -2.9808
C: -3.4626 -3.9262 -3.4708
C: -3.0857 -5.2711 -3.4100
C: -1.8621 -5.6599 -2.9035
C: -1.0356 -4.6516 -2.4313
H: 0.8386 -5.4567 -1.7945
H: 1.4645 -3.0808 -1.1446
H: -2.9297 -1.8814 -3.0428
H: -4.4078 -3.6640 -3.9219
H: -3.7686 -6.0190 -3.7816
H: -1.5662 -6.6985 -2.8820

From a Löwdin analysis of the wavefunction, the atomic charges in e read: Pb 1.0201; Se 0.2307; P 0.1485; Se 0.2400; C -0.3870; C -0.1067; C -0.0798; C -0.0845; C -0.0780; C -0.1029; C -0.3961; C -0.1243; C -0.0921; C -0.0933; C -0.0879; C -0.1130; H 0.0547; H 0.1032; H 0.1015; H 0.1036; H 0.0844; H 0.0794; H 0.1070; H 0.1062; H 0.1003; H 0.0643; N 0.0991; C -0.3228; C -0.0274; C -0.1263; C -0.3054; C -0.0570; C -0.0213; S 0.5774; O -0.3200; O -0.2987; N -0.2420; C -0.7781; S 1.0848; C -0.3902; C -0.2750; N -0.1199; H 0.0921; H 0.0917; H 0.1112; H 0.0976; H 0.0784; H 0.1063; H 0.0559; H 0.1010; Se 1.1217; N -0.3798; C -0.3691; C -0.0296; C -0.0663; C -0.0642; C -0.0141; C -0.3703; N -0.2376; H 0.0927; H 0.1032; H 0.1057; H 0.1148; N 0.1339; C -0.1792; N -0.0292; C -0.2176; C -0.0093; C -0.0787; C -0.0890; C -0.0190; C -0.1908; H 0.1655; H 0.1180; H 0.0635; H 0.1044; H 0.1016; H 0.1090


[7]
Computed, not measured: a structure of composition C38H31GeN4PdSTe, with ωB97M-V with the def2-TZVPD basis set.

Values from the calculation:
spin multiplicity	2
molecular weight	882.4	g mol⁻¹
lowest unoccupied orbital energy (spin up / spin down)	-1.298 / -1.889	eV
HOMO (spin up / spin down)	-0.2612 / -0.2626	Ha
<S²>	0.76
gap between HOMO and LUMO (spin up / spin down)	0.21346 / 0.19322	Ha
DFT total energy	-123992.573	eV
relative energy (zero: lowest compared OMol25 entry of this formula, charge and spin)	70.55	kJ/mol

Element x y z (Å)
Pd: -0.2469 0.0197 -0.0798
C: -0.2093 -5.6474 -0.4519
C: -0.7833 -4.7123 -1.3031
C: -1.0176 -3.4145 -0.8725
C: -0.6930 -3.0239 0.4234
C: -0.0921 -3.9603 1.2660
C: 0.1406 -5.2580 0.8331
N: -0.9026 -1.6866 0.8408
C: -1.2798 -1.4119 2.1027
C: -2.0071 -2.3170 2.9355
C: -2.3784 -1.9565 4.1943
C: -2.0578 -0.6871 4.7546
C: -1.3883 0.2186 3.9997
C: -1.0022 -0.1216 2.6806
N: -0.3428 0.7074 1.8316
N: 0.0079 1.8805 2.1106
C: 0.5981 2.4939 0.9942
C: 1.1970 3.7256 1.1860
C: 1.8356 4.3447 0.1288
C: 1.8714 3.7195 -1.1038
C: 1.2322 2.5023 -1.2402
N: 0.5868 1.9079 -0.2329
H: -0.0297 -6.6613 -0.7875
H: -1.0630 -4.9933 -2.3117
H: -1.4808 -2.6982 -1.5339
H: 0.2201 -3.6582 2.2589
H: 0.6147 -5.9651 1.5034
H: -2.2899 -3.2807 2.5374
H: -2.9592 -2.6584 4.7822
H: -2.3561 -0.4456 5.7661
H: -1.1390 1.2033 4.3745
H: 1.1582 4.1616 2.1746
H: 2.3089 5.3091 0.2672
H: 2.3711 4.1637 -1.9530
H: 1.2143 1.9877 -2.1867
C: 0.0046 -1.0786 -3.7509
Ge: -0.9771 -0.1115 -2.3548
C: -2.8166 -0.8600 -2.3800
C: -3.3881 -1.2978 -3.5766
C: -4.6685 -1.8400 -3.6121
C: -5.4071 -1.9547 -2.4428
C: -4.8597 -1.5207 -1.2421
C: -3.5775 -0.9838 -1.2151
C: -1.2215 1.7166 -3.0972
C: -0.7158 2.0015 -4.3415
C: -0.8850 3.2713 -4.9495
C: -1.5671 4.2538 -4.2984
C: -2.1088 4.0171 -3.0079
C: -2.8196 5.0319 -2.3156
C: -3.3237 4.8099 -1.0673
C: -3.1333 3.5540 -0.4465
C: -2.4592 2.5605 -1.0964
C: -1.9303 2.7484 -2.4007
H: -0.5998 -1.1113 -4.6605
H: 0.2076 -2.0996 -3.4233
H: 0.9592 -0.6022 -3.9814
H: -2.8329 -1.2109 -4.5048
H: -5.0880 -2.1757 -4.5531
H: -6.4022 -2.3833 -2.4670
H: -5.4269 -1.6098 -0.3231
H: -3.1614 -0.6771 -0.2615
H: -0.1729 1.2405 -4.8908
H: -0.4696 3.4538 -5.9337
H: -1.7061 5.2286 -4.7530
H: -2.9548 5.9925 -2.8012
H: -3.8688 5.5908 -0.5509
H: -3.5274 3.3802 0.5476
H: -2.3237 1.6058 -0.6087
Te: 2.4679 -0.8377 -0.2487
C: 3.6942 -2.2283 0.6776
C: 4.4624 -3.1936 0.0715
C: 5.2532 -3.9305 0.9922
C: 5.0641 -3.5227 2.2815
S: 3.9450 -2.2391 2.3774
H: 4.4480 -3.3612 -0.9973
H: 5.9237 -4.7313 0.7115
H: 5.5231 -3.9136 3.1776

From a Löwdin analysis of the wavefunction, the atomic charges in e read: Pd 0.5771; C -0.0986; C -0.0757; C -0.0362; C -0.2974; C -0.0477; C -0.0829; N -0.0572; C -0.2310; C -0.0252; C -0.0659; C -0.0937; C -0.0263; C -0.2040; N -0.0949; N 0.1067; C -0.3072; C -0.0003; C -0.0447; C -0.0362; C -0.1464; N -0.0453; H 0.0979; H 0.1048; H 0.0602; H 0.1163; H 0.1026; H 0.1152; H 0.1070; H 0.0992; H 0.1083; H 0.1171; H 0.1139; H 0.1132; H 0.0985; C -0.2532; Ge 0.8249; C -0.3260; C -0.1076; C -0.0915; C -0.0965; C -0.0844; C -0.1368; C -0.2663; C -0.1136; C -0.0772; C -0.0412; C -0.1670; C -0.0410; C -0.0831; C -0.0715; C -0.0624; C -0.1819; H 0.0125; H 0.0107; H 0.0142; H 0.0896; H 0.0987; H 0.0985; H 0.1001; H 0.0735; H 0.0827; H 0.1008; H 0.1096; H 0.1094; H 0.1005; H 0.1039; H 0.0548; Te 0.9685; C -1.0714; C -0.2517; C -0.1947; C -0.4274; S 0.9121; H 0.0955; H 0.1007; H 0.0642


molecular weight of number 5 (C3H3FN2OS)? 134.1 g mol⁻¹


relative energy (zero: lowest compared OMol25 entry of this formula, charge and spin) of number 7 (C38H31GeN4PdSTe)? 70.55 kJ/mol